# 1
Computed, not measured: a 2-piece molecular cluster, C6H17NO overall, with ωB97M-V/def2-TZVPD.

Cartesian coordinates (Å):
C1 -1.286 1.556 1.598
C2 -1.145 0.024 1.206
N1 -0.134 -0.199 0.209
C3 1.199 -0.227 0.860
C4 2.072 -1.480 0.524
C5 -0.585 -1.265 -0.871
C6 -0.192 -0.938 -2.370
H1 -0.495 1.866 2.428
H2 -2.085 1.914 2.187
H3 -1.078 2.271 0.718
H4 -0.994 -0.623 2.087
H5 -2.207 -0.277 0.819
H6 0.991 -0.364 2.057
H7 1.704 0.704 0.410
H8 2.032 -2.038 1.474
H9 3.153 -1.231 0.478
H10 1.706 -2.033 -0.302
H11 -1.668 -1.416 -0.904
H12 -0.081 -2.224 -0.703
H13 -1.008 -0.579 -3.009
H14 0.173 -1.853 -2.752
H15 0.715 -0.300 -2.342
H16 0.357 2.429 -1.441
H17 -1.040 3.140 -1.177
O1 -0.105 3.141 -1.184

Properties
- Multiplicity: 1
- Calculated total energy: -368.68249 Ha
- Structure (SMILES): CCN(CC)CC.O
- Energy relative to the best compared isomer or geometry (same formula, charge and spin): 74.3 kcal per mole
- E_HOMO: -8.228 eV
- Frontier orbital gap: 9.150 eV



# 2
Computed, not measured: a 2-piece molecular cluster, C6H17NO overall, with ωB97M-V/def2-TZVPD.

Cartesian coordinates (Å):
C1 1.804 0.565 0.531
C2 1.905 0.495 -1.059
C3 0.358 0.946 0.996
N1 -0.508 -0.197 1.366
C4 -0.799 -2.581 1.028
C5 -0.598 -1.257 0.328
C6 -1.840 -1.081 -0.612
H1 2.072 -0.459 0.828
H2 2.490 1.323 0.876
H3 1.876 -0.545 -1.383
H4 1.011 0.798 -1.582
H5 2.810 0.985 -1.410
H6 -0.073 1.567 0.219
H7 0.529 1.439 1.974
H8 -1.430 0.134 1.622
H9 0.145 -3.132 0.926
H10 -1.119 -2.596 2.066
H11 -1.418 -3.285 0.457
H12 0.299 -1.242 -0.276
H13 -2.033 -1.980 -1.232
H14 -2.726 -1.024 0.003
H15 -1.777 -0.344 -1.397
H16 -0.827 2.094 -2.030
H17 -0.230 3.056 -1.110
O1 -0.082 2.718 -1.998

Properties
- Multiplicity: 1
- Calculated total energy: -368.74401 Ha
- Structure (SMILES): CCCNC(C)C.O
- Energy relative to the best compared isomer or geometry (same formula, charge and spin): 35.7 kcal per mole
- E_HOMO: -8.725 eV
- Frontier orbital gap: 9.462 eV



# 3
Computed, not measured: a 4-piece molecular cluster, C6H17NO4 overall, with ωB97M-V/def2-TZVPD.

Cartesian coordinates (Å):
O1 -0.054 2.758 -0.766
C1 -0.381 1.703 -0.289
C2 -1.621 0.924 -0.845
C3 -1.341 -0.403 -1.606
C4 -1.060 -1.398 -0.443
C5 0.240 -1.709 -0.305
C6 -2.153 -2.174 0.196
N1 -2.450 1.723 -1.720
H1 0.011 1.400 0.675
H2 -2.174 0.612 0.045
H3 -0.682 -0.543 -2.450
H4 -2.300 -0.810 -1.964
H5 0.627 -2.237 0.570
H6 1.051 -1.529 -0.983
H7 -2.196 -2.043 1.295
H8 -2.079 -3.221 -0.120
H9 -3.160 -1.930 -0.111
H10 -1.881 2.150 -2.437
H11 -3.115 2.374 -1.334
H12 2.861 1.247 1.117
H13 4.440 1.325 0.887
O2 3.715 0.800 1.268
H14 1.242 1.829 3.517
H15 0.013 1.111 2.920
O3 0.964 1.073 2.997
H16 3.585 -1.359 0.591
H17 4.086 -0.368 -0.360
O4 3.811 -1.304 -0.343

Properties
- Multiplicity: 1
- Calculated total energy: -594.44286 Ha
- Structure (SMILES): C=C(C)C[C@H](N)C=O.O.O.O
- Energy relative to the best compared isomer or geometry (same formula, charge and spin): 61.0 kcal per mole
- E_HOMO: -8.907 eV
- Frontier orbital gap: 9.227 eV



# 4
Computed, not measured: a 5-piece molecular cluster, C6H17NO4 overall, with ωB97M-V/def2-TZVPD.

Cartesian coordinates (Å):
C1 2.053 -1.191 0.236
C2 2.117 -1.190 -1.139
N1 1.638 0.004 -1.587
C3 1.407 0.816 -0.487
C4 1.615 0.095 0.668
C5 1.356 0.584 2.053
C6 0.756 2.151 -0.675
H1 2.500 -1.932 0.880
H2 2.372 -2.056 -1.730
H3 1.499 0.287 -2.538
H4 2.046 0.135 2.776
H5 1.395 1.655 2.256
H6 0.331 0.338 2.337
H7 0.852 2.395 -1.736
H8 1.273 2.866 -0.024
H9 -0.288 2.226 -0.379
H10 -2.398 -0.306 0.945
H11 -2.763 -0.606 2.289
O1 -2.053 -0.842 1.684
H12 -0.542 -0.027 -1.886
H13 -1.390 -0.912 -1.071
O2 -1.490 -0.128 -1.674
H14 -3.607 0.649 -0.559
H15 -2.213 1.238 -0.431
O3 -3.069 1.183 0.043
H16 -0.520 -2.698 -0.496
H17 -1.426 -2.267 0.599
O4 -1.455 -2.466 -0.354

Properties
- Multiplicity: 1
- Calculated total energy: -594.53527 Ha
- Structure (SMILES): Cc1cc[nH]c1C.O.O.O.O
- Energy relative to the best compared isomer or geometry (same formula, charge and spin): 3.0 kcal per mole
- E_HOMO: -8.220 eV
- Frontier orbital gap: 8.880 eV



# 5
Computed, not measured: a 6-piece molecular cluster, C6H17NO5 overall, with ωB97M-V/def2-TZVPD.

Cartesian coordinates (Å):
C1 1.277 -0.898 -2.463
C2 0.430 0.095 -2.908
N1 -0.539 0.243 -1.977
C3 -0.374 -0.605 -0.920
C4 0.801 -1.296 -1.195
C5 1.554 -2.144 -0.258
C6 1.198 -2.408 0.996
H1 2.057 -1.419 -2.993
H2 0.487 0.739 -3.768
H3 -1.208 0.991 -2.041
H4 -1.046 -0.697 -0.094
H5 2.537 -2.428 -0.619
H6 1.836 -2.908 1.701
H7 0.189 -2.167 1.309
H8 0.908 1.351 2.771
H9 -0.181 0.620 2.186
O1 -0.066 1.363 2.797
H10 2.686 1.162 1.600
H11 2.349 -0.150 1.209
O2 2.357 0.358 2.041
H12 -3.086 2.246 0.727
H13 -1.965 1.935 1.854
O3 -2.191 1.963 0.919
H14 -0.007 1.868 0.189
H15 -0.450 3.220 0.100
O4 0.055 2.597 -0.445
H16 -3.001 -1.633 0.394
H17 -3.052 -0.939 -0.961
O5 -3.552 -1.060 -0.147

Properties
- Multiplicity: 1
- Calculated total energy: -669.73327 Ha
- Structure (SMILES): C=Cc1cc[nH]c1.O.O.O.O.O
- Energy relative to the best compared isomer or geometry (same formula, charge and spin): 0.0 kcal per mole
- E_HOMO: -8.297 eV
- Frontier orbital gap: 8.761 eV



# 6
Computed, not measured: a 2-piece molecular cluster, C6H17NP overall, with ωB97M-V/def2-TZVPD.

Cartesian coordinates (Å):
C1 -2.538 -2.177 0.024
C2 0.136 1.172 -1.230
C3 -2.057 1.065 1.036
C4 4.362 0.328 -0.483
C5 -1.416 -1.143 -0.301
C6 0.277 0.753 0.192
N1 -1.015 0.010 0.637
P1 3.064 -0.677 0.308
H1 -3.362 -1.995 -0.548
H2 -2.273 -3.264 -0.088
H3 -2.826 -2.027 1.159
H4 1.091 1.745 -1.479
H5 -0.112 0.264 -1.821
H6 -0.652 1.995 -1.287
H7 -2.118 1.835 0.243
H8 -2.963 0.506 1.194
H9 -1.891 1.564 1.954
H10 4.477 1.227 0.009
H11 4.228 0.270 -1.619
H12 5.286 -0.238 -0.239
H13 -1.842 -0.675 -1.209
H14 -0.485 -1.595 -0.612
H15 0.539 1.574 0.933
H16 -0.864 -0.491 1.552
H17 2.952 -0.028 1.677

Properties
- Multiplicity: 3
- Calculated total energy: -634.47383 Ha
- Total charge: +1
- Energy relative to the best compared isomer or geometry (same formula, charge and spin): 0.0 kcal per mole
- E_HOMO (spin up / spin down): -10.770 / -12.591 eV
- Frontier orbital gap (spin up / spin down): 8.012 / 7.530 eV



# 7
Computed, not measured: a 5-piece molecular cluster, C6H17O6 overall, with ωB97M-V/def2-TZVPD.

Cartesian coordinates (Å):
O1 -1.485 0.689 0.006
C1 -0.787 0.002 -0.726
O2 -0.951 -1.236 -0.893
C2 0.411 0.614 -1.530
C3 1.348 1.352 -0.556
C4 2.391 0.388 0.034
C5 1.940 0.834 2.456
C6 2.793 0.629 1.464
H1 0.936 -0.242 -1.937
H2 -0.047 1.304 -2.233
H3 1.764 2.238 -1.030
H4 0.763 1.688 0.291
H5 3.291 0.422 -0.581
H6 2.066 -0.661 0.004
H7 0.890 0.827 2.183
H8 2.145 1.069 3.487
H9 3.861 0.748 1.618
H10 -2.099 1.731 2.610
H11 -0.887 2.436 3.330
O3 -1.795 2.530 3.039
H12 -2.880 -1.830 0.058
H13 -3.385 -0.439 0.357
O4 -3.662 -1.364 0.367
H14 -1.712 -1.475 -2.643
H15 -3.065 -0.750 -3.053
O5 -2.368 -1.346 -3.332
H16 -0.290 -2.826 -1.242
H17 0.782 -3.605 -0.484
O6 0.032 -3.728 -1.064

Properties
- Multiplicity: 2
- Calculated total energy: -690.13120 Ha
- E_HOMO (spin up / spin down): -10.508 / -10.507 eV
- Frontier orbital gap (spin up / spin down): 10.769 / 5.492 eV



# 8
Computed, not measured: C6H18BCa2F6O3 as an isolated structure, with ωB97M-V/def2-TZVPD.

Cartesian coordinates (Å):
Ca1 -4.330 12.798 -7.526
Ca2 -3.607 16.183 -6.359
B1 -1.180 15.235 -5.243
F1 -0.870 13.942 -5.619
F2 -0.276 15.739 -4.373
F3 -1.383 16.144 -6.344
F4 -2.527 15.206 -4.646
F5 -3.137 14.686 -8.046
F6 -5.003 14.382 -5.990
C1 -5.459 14.527 -1.801
C2 -6.711 14.387 -2.667
O1 -6.628 15.173 -3.858
H1 -5.435 13.782 -1.006
H2 -5.383 15.526 -1.374
H3 -4.572 14.384 -2.429
H4 -7.593 14.747 -2.142
H5 -6.858 13.333 -2.924
H6 -6.132 14.681 -4.524
C3 -6.965 11.702 -5.495
C4 -6.756 10.525 -6.396
O2 -5.565 10.766 -7.245
H7 -6.243 11.736 -4.685
H8 -7.975 11.665 -5.092
H9 -6.907 12.640 -6.060
H10 -7.609 10.347 -7.048
H11 -6.567 9.618 -5.820
H12 -5.512 10.018 -7.851
C5 -2.054 11.254 -3.808
C6 -3.155 11.851 -4.645
O3 -2.710 12.049 -6.030
H13 -1.111 11.776 -3.958
H14 -1.946 10.181 -3.962
H15 -2.317 11.370 -2.751
H16 -3.474 12.802 -4.222
H17 -3.965 11.130 -4.736
H18 -1.934 12.644 -5.994

Properties
- Multiplicity: 1
- Calculated total energy: -2444.69258 Ha
- Total charge: +1
- Energy relative to the best compared isomer or geometry (same formula, charge and spin): 0.0 kcal per mole
- E_HOMO: -12.611 eV
- Frontier orbital gap: 8.818 eV



# 9
Computed, not measured: C6H18BF4IrN4 as an isolated structure, with ωB97M-V/def2-TZVPD.

Cartesian coordinates (Å):
Ir1 -11.287 2.854 -1.213
N1 -10.019 1.795 0.158
C1 -10.638 1.534 1.455
C2 -11.356 2.833 1.904
N2 -12.221 3.381 0.874
C3 -13.647 2.783 0.893
C4 -14.174 2.593 -0.573
N3 -13.185 1.820 -1.341
C5 -12.255 4.829 1.004
C6 -12.670 5.528 -0.280
N4 -11.717 5.031 -1.359
H1 -9.638 0.929 -0.218
H2 -9.144 2.370 0.244
H3 -10.030 1.053 2.291
H4 -11.432 0.837 1.259
H5 -10.462 3.437 2.132
H6 -11.846 2.696 2.878
H7 -14.305 3.414 1.504
H8 -13.631 1.831 1.437
H9 -14.406 3.538 -1.018
H10 -15.117 2.099 -0.473
H11 -13.511 1.834 -2.296
H12 -13.140 0.850 -1.077
H13 -11.215 5.205 1.218
H14 -12.847 5.201 1.811
H15 -12.459 6.619 -0.131
H16 -13.644 5.321 -0.677
H17 -10.907 5.637 -1.313
H18 -12.105 5.255 -2.222
F1 -8.418 5.739 -2.030
B1 -7.645 4.723 -1.603
F2 -6.327 4.721 -1.639
F3 -8.344 3.713 -1.124
F4 -11.443 3.213 -3.128

Properties
- Multiplicity: 5
- Calculated total energy: -986.57131 Ha
- Total charge: +2
- E_HOMO (spin up / spin down): -16.171 / -17.982 eV
- Frontier orbital gap (spin up / spin down): 9.887 / 8.090 eV



# 10
Computed, not measured: a 2-piece molecular cluster, C6H18BO7P2S overall, with ωB97M-V/def2-TZVPD.

Cartesian coordinates (Å):
O1 2.457 0.614 3.065
P1 2.684 -0.125 1.828
O2 3.545 -1.461 2.146
O3 1.346 -0.681 1.165
C1 3.574 0.605 0.380
O4 2.718 0.637 -0.740
B1 2.112 1.970 -0.566
P2 0.895 2.438 -2.044
S1 -1.022 2.405 -1.513
O5 3.334 2.829 -0.373
C2 4.122 2.093 0.490
O6 4.126 2.621 1.794
H1 3.505 -2.060 1.393
H2 1.362 -0.542 0.203
H3 4.435 -0.048 0.214
H4 1.431 2.072 0.436
H5 1.230 3.671 -2.635
H6 1.072 1.538 -3.112
H7 5.169 2.072 0.161
H8 3.631 3.436 1.726
C3 -3.705 -2.750 1.162
C4 -2.514 -2.266 0.350
O7 -2.721 -2.292 -1.050
C5 -3.787 -1.493 -1.535
C6 -3.672 -0.022 -1.180
H9 -3.990 -3.761 0.863
H10 -3.451 -2.757 2.222
H11 -4.576 -2.105 1.034
H12 -1.663 -2.926 0.523
H13 -2.205 -1.268 0.676
H14 -4.752 -1.898 -1.201
H15 -3.755 -1.617 -2.619
H16 -3.726 0.139 -0.102
H17 -4.487 0.540 -1.639
H18 -2.722 0.392 -1.522

Properties
- Multiplicity: 1
- Calculated total energy: -1872.05544 Ha
- Total charge: -1
- E_HOMO: -4.850 eV
- Frontier orbital gap: 7.803 eV



# 11
Computed, not measured: C6H18BeN2O12 as an isolated structure, with ωB97M-V/def2-TZVPD.

Cartesian coordinates (Å):
Be1 -0.343 -0.014 -0.138
N1 -3.284 1.603 -1.167
O1 -4.353 1.071 -1.100
O2 -2.570 1.307 -0.201
O3 -2.951 2.284 -2.159
N2 -2.413 -1.283 -2.112
O4 -3.377 -1.333 -2.904
O5 -1.404 -0.608 -2.296
O6 -2.352 -1.858 -1.091
C1 -1.642 -2.361 1.963
C2 -0.175 -2.965 1.728
O7 0.593 -2.398 0.633
O8 -1.867 -0.996 1.620
H1 -1.812 -2.341 3.040
H2 -2.436 -2.998 1.573
H3 -0.277 -4.048 1.787
H4 0.535 -2.738 2.523
H5 1.317 -3.025 0.566
H6 -2.602 -0.799 2.205
C3 2.359 0.295 -2.078
C4 1.417 1.485 -2.525
O9 0.612 1.981 -1.499
O10 1.619 -0.900 -1.733
H7 3.079 0.593 -1.316
H8 3.075 0.012 -2.849
H9 0.775 1.005 -3.263
H10 2.055 2.249 -2.970
H11 0.138 2.764 -1.790
H12 1.919 -1.627 -2.282
C5 2.119 1.495 1.284
C6 1.030 1.925 2.257
O11 -0.272 1.861 1.699
O12 1.904 0.053 1.200
H13 3.116 1.720 1.662
H14 2.069 2.098 0.378
H15 1.205 2.953 2.573
H16 1.239 1.294 3.121
H17 -0.677 2.656 2.052
H18 2.638 -0.412 1.609

Properties
- Multiplicity: 1
- Calculated total energy: -1266.06646 Ha
- Energy relative to the best compared isomer or geometry (same formula, charge and spin): 103.2 kcal per mole
- E_HOMO: -7.339 eV
- Frontier orbital gap: 5.660 eV



# 12
Computed, not measured: C6H18BeN2O12 as an isolated structure, with ωB97M-V/def2-TZVPD.

Cartesian coordinates (Å):
Be1 0.531 0.041 -0.228
N1 1.695 -1.962 -0.914
O1 1.790 -0.863 -1.532
O2 2.552 -2.836 -1.152
O3 0.993 -1.976 0.062
N2 0.964 1.947 1.660
O4 0.499 0.915 1.224
O5 0.210 2.688 2.296
O6 2.123 2.243 1.619
C1 -1.870 0.877 -0.947
C2 -1.902 -0.607 -1.499
O7 -0.579 -1.103 -1.626
O8 -1.164 0.920 0.281
H1 -2.928 1.094 -0.803
H2 -1.416 1.460 -1.748
H3 -2.468 -0.692 -2.427
H4 -2.503 -1.229 -0.835
H5 -0.625 -2.054 -1.753
H6 -1.488 1.646 0.819
C3 1.845 2.341 -1.019
C4 0.343 2.229 -1.173
O9 0.065 1.120 -1.915
O10 2.284 1.059 -0.468
H7 1.989 3.238 -0.416
H8 2.228 2.561 -2.016
H9 0.003 3.155 -1.638
H10 -0.060 2.083 -0.171
H11 0.604 1.329 -2.681
H12 3.168 1.228 -0.134
C5 -0.510 -2.705 2.115
C6 -1.073 -1.695 1.047
O11 -0.439 -0.449 1.152
O12 -0.752 -2.490 3.561
H13 0.568 -2.859 2.064
H14 -0.922 -3.673 1.831
H15 -2.130 -1.450 1.151
H16 -1.064 -1.969 -0.008
H17 -0.215 -0.420 2.085
H18 -0.347 -3.143 4.137

Properties
- Multiplicity: 1
- Calculated total energy: -1265.87372 Ha
- Energy relative to the best compared isomer or geometry (same formula, charge and spin): 224.1 kcal per mole
- E_HOMO: -8.996 eV
- Frontier orbital gap: 9.098 eV